Computed, not measured: C54H42CaP3Si as an isolated structure, with wB97M-V/def2-TZVPD.

Cartesian coordinates (Å):
Ca -0.88442 2.12843 -0.15172
C 2.36510 5.65782 -4.31420
C 1.51217 5.71634 -3.22020
C 1.38578 4.61574 -2.38950
C 2.11527 3.44999 -2.62207
C 2.97676 3.40846 -3.71672
C 3.09493 4.50555 -4.55945
P 1.88528 2.07108 -1.45750
C 2.71990 0.65848 -2.24096
C 3.72966 -0.02777 -1.57005
C 4.31609 -1.14942 -2.14007
C 3.90830 -1.58962 -3.38865
C 2.91103 -0.90473 -4.07076
C 2.31568 0.20573 -3.49717
C 2.97160 2.48525 -0.04715
C 4.08902 3.28140 -0.28442
C 4.90829 3.68055 0.76097
C 4.57709 3.29239 2.04811
C 3.46963 2.48811 2.28037
C 2.64251 2.02867 1.25379
Si 1.01363 1.03181 1.44003
C 0.57306 0.68693 3.27134
C 1.44928 0.68008 4.35602
C 1.00926 0.56301 5.66793
C -0.34348 0.43286 5.94434
C -1.23779 0.35212 4.88674
C -0.79249 0.46221 3.57510
P -1.92146 0.02896 2.19664
C -1.87388 -1.79915 2.28463
C -2.94996 -2.58617 1.86723
C -2.84421 -3.96733 1.80824
C -1.65499 -4.59020 2.16022
C -0.58705 -3.82294 2.59662
C -0.69674 -2.44205 2.66809
C -3.57720 0.49031 2.80585
C -4.39027 -0.30741 3.60919
C -5.63347 0.14664 4.02707
C -6.07876 1.40670 3.66093
C -5.27377 2.22179 2.87609
C -4.04075 1.75747 2.44971
C 1.35386 -0.72722 0.70820
C 2.35352 -1.35154 1.46603
C 2.84363 -2.61932 1.20635
C 2.31738 -3.32027 0.14185
C 1.31929 -2.74280 -0.62747
C 0.80042 -1.46615 -0.36715
P -0.22195 -0.79277 -1.77983
C -0.68117 -2.23039 -2.81135
C -1.28799 -3.40047 -2.34287
C -1.70771 -4.37499 -3.23000
C -1.53556 -4.19696 -4.59779
C -0.93629 -3.04411 -5.07488
C -0.50947 -2.06682 -4.18350
C -1.96833 -0.32533 -1.37241
C -2.39597 0.88510 -1.92602
C -3.71509 1.32623 -1.82218
C -4.64134 0.53390 -1.16202
C -4.24771 -0.69923 -0.65273
C -2.93639 -1.12642 -0.77096
H 2.46184 6.51229 -4.97113
H 0.94754 6.61680 -3.01538
H 0.72808 4.68308 -1.52535
H 3.56396 2.52074 -3.90664
H 3.76803 4.45878 -5.40574
H 4.05795 0.30834 -0.59609
H 5.09508 -1.67392 -1.60176
H 4.36811 -2.46207 -3.83504
H 2.59486 -1.24016 -5.05070
H 1.53205 0.72822 -4.03390
H 4.31498 3.60151 -1.29377
H 5.77634 4.29781 0.57151
H 5.18025 3.61772 2.88664
H 3.24973 2.24708 3.30775
H 2.51622 0.73830 4.19664
H 1.73143 0.57333 6.47488
H -0.69345 0.35699 6.96542
H -2.28894 0.18822 5.08745
H -3.89199 -2.12449 1.60037
H -3.69599 -4.55800 1.49418
H -1.56814 -5.66795 2.10927
H 0.34151 -4.29673 2.88868
H 0.14434 -1.86464 3.02235
H -4.04575 -1.28169 3.92734
H -6.25262 -0.48524 4.65105
H -7.04834 1.75770 3.98935
H -5.60857 3.21224 2.59605
H -3.42321 2.40682 1.83407
H 2.78182 -0.80943 2.30548
H 3.63012 -3.03838 1.82195
H 2.67704 -4.31000 -0.11126
H 0.96458 -3.31297 -1.46848
H -1.41203 -3.56288 -1.27905
H -2.16966 -5.28064 -2.85790
H -1.86574 -4.96305 -5.28750
H -0.79710 -2.90016 -6.13856
H -0.03717 -1.16562 -4.55608
H -1.68080 1.47031 -2.51293
H -4.00745 2.26263 -2.28086
H -5.67005 0.85667 -1.07054
H -4.97853 -1.33298 -0.16495
H -2.65208 -2.09318 -0.39271

E_tot (eV): -110857.96707
Net charge: +1
HOMO energy (eV): -9.2
Frontier orbital gap (eV): 6.0